# 1
Here is a 2-piece molecular cluster, C19H35BFN5O6PS2 overall in a non-equilibrium geometry from the Open Molecules 2025 dataset. Energies are from ωB97M-V/def2-TZVPD.

Last column: Löwdin charge in e.
Element x y z (Å)
C: 3.45 -3.86 -0.98  -0.01
C: 2.96 -3.32 0.32  -0.06
C: 1.54 -2.43 0.36  -0.21
B: 0.36 -2.98 1.37  -0.29
O: -0.85 -2.18 1.77  0.02
C: 0.40 -4.53 2.01  -0.16
C: 0.02 -4.51 3.62  -0.13
N: 0.93 -2.76 -1.02  0.10
C: 0.27 -1.45 -1.44  -0.14
N: -0.95 -1.28 -2.11  -0.18
C: -1.50 0.09 -2.48  -0.17
C: -3.07 0.34 -2.07  -0.18
C: -3.30 1.31 -0.77  -0.20
C: -2.48 2.73 -0.80  -0.23
S: -2.81 3.80 -2.30  0.81
O: -4.19 4.53 -2.16  -0.36
O: -1.74 4.96 -2.24  -0.39
O: -2.60 3.02 -3.80  -0.24
P: -1.81 -2.81 -2.56  0.41
S: -2.62 -2.56 -4.33  0.21
N: 1.26 -0.37 -0.97  0.04
C: 2.13 -0.28 -2.20  -0.04
C: 1.81 1.11 -3.09  -0.11
O: 1.42 2.27 -2.50  0.01
F: 2.02 1.02 -4.58  -0.02
C: 1.89 -0.81 0.33  -0.37
N: 1.26 0.03 1.46  0.11
O: 3.32 -0.59 0.58  -0.13
C: 3.67 0.84 0.62  -0.22
C: 5.12 1.06 -0.19  -0.09
H: 4.27 -3.27 -1.57  0.09
H: 2.94 -4.87 -1.35  0.09
H: 3.48 -3.50 1.37  0.14
H: -1.13 -1.59 1.01  0.08
H: 1.44 -5.04 1.91  0.10
H: -0.44 -5.16 1.44  0.13
H: -0.42 -5.57 3.92  0.10
H: -0.81 -3.72 3.89  0.09
H: 0.97 -4.31 4.28  0.09
H: 0.31 -3.54 -0.73  0.11
H: -1.42 0.17 -3.67  0.14
H: -0.78 0.91 -2.06  0.11
H: -3.62 -0.69 -1.82  0.11
H: -3.69 0.79 -2.98  0.14
H: -4.44 1.54 -0.68  0.14
H: -2.96 0.72 0.21  0.13
H: -2.80 3.34 0.17  0.12
H: -1.32 2.55 -0.72  0.11
H: -2.27 3.69 -4.50  0.14
H: -0.88 -3.92 -2.71  0.01
H: -2.84 -3.17 -1.59  0.02
H: 3.28 -0.26 -2.00  0.15
H: 1.94 -1.20 -2.93  0.16
H: 1.48 -0.38 2.39  0.12
H: 0.23 0.15 1.30  0.08
H: 3.81 1.25 1.73  0.14
H: 2.90 1.54 0.05  0.13
H: 4.83 1.47 -1.27  0.08
H: 5.77 1.90 0.30  0.09
H: 5.69 0.06 -0.38  0.09
N: -1.44 3.41 2.86  -0.02
C: -1.38 3.05 4.18  -0.15
C: -2.11 3.97 4.90  -0.10
C: -2.63 4.92 3.98  -0.10
C: -2.20 4.54 2.72  -0.15
H: -0.99 2.91 2.10  0.13
H: -0.83 2.18 4.49  0.10
H: -2.26 3.97 5.97  0.10
H: -3.25 5.77 4.20  0.10
H: -2.37 4.98 1.75  0.10

Values from the calculation:
HOMO, Ha: -0.37641
Spin multiplicity: 1
Frontier orbital gap, eV: 5.179
Energy, eV: -74337.27776
Total charge: +1



# 2
Here is a 3-piece molecular cluster, C8H10NO2S overall in a non-equilibrium geometry from the Open Molecules 2025 dataset. Energies are from ωB97M-V/def2-TZVPD.

Last column: Löwdin charge in e.
Element x y z (Å)
C: -1.22 -0.79 0.28  -0.03
C: -3.35 -0.85 -0.81  0.00
C: -1.95 -1.28 1.43  -0.05
C: -3.92 -1.44 0.34  -0.06
C: -2.01 -0.66 -0.75  0.20
C: -2.44 1.76 0.76  0.06
C: 3.40 0.16 -1.61  -0.23
C: 3.28 1.69 0.66  -0.20
N: -3.20 -1.52 1.41  0.12
O: -3.37 1.92 0.12  0.06
O: 1.51 -0.35 0.42  -0.57
S: 2.12 0.75 -0.43  0.89
H: -0.17 -0.65 0.14  0.05
H: -3.97 -0.77 -1.67  0.13
H: -1.21 -1.41 2.27  0.18
H: -4.91 -1.85 0.48  0.16
H: 3.05 -0.69 -2.21  0.06
H: 4.18 -0.40 -1.00  0.09
H: 3.73 0.77 -2.31  0.00
H: 3.17 2.66 0.37  0.01
H: 4.34 1.36 0.46  0.08
H: 2.93 1.59 1.67  0.06

Values from the calculation:
HOMO, Ha: -0.46171
Spin multiplicity: 1
Relative energy (zero: lowest compared OMol25 entry of this formula, charge and spin), kcal/mol: 137.99
Frontier orbital gap, eV: 5.251
Energy, eV: -24865.14667
Total charge: +1



# 3
Here is one molecule with the formula C14H7F3N2OS3 in a non-equilibrium geometry from the Open Molecules 2025 dataset. Energies are from ωB97M-V/def2-TZVPD.

Last column: Löwdin charge in e.
Element x y z (Å)
O: -4.64 -4.08 -0.86  0.11
C: -4.17 -3.27 -1.61  -0.46
N: -4.73 -3.26 -2.87  0.05
C: -4.35 -2.08 -3.45  -1.07
S: -4.88 -1.58 -4.98  0.58
S: -2.99 -1.18 -2.67  1.01
C: -2.88 -2.41 -1.47  -0.42
C: -1.83 -2.45 -0.58  -0.02
C: -0.67 -1.55 -0.64  -0.43
C: 0.14 -1.60 -1.67  -0.30
S: 1.51 -0.39 -1.44  1.01
C: 0.74 0.07 0.10  -0.52
C: 1.20 1.14 1.06  -0.20
C: 0.33 1.98 1.90  0.03
C: 0.99 3.05 2.49  -0.10
C: 2.36 3.26 2.60  -0.02
C: 3.15 2.30 1.96  -0.05
C: 4.67 2.44 1.76  -0.49
F: 5.06 2.70 0.50  0.15
F: 5.23 3.23 2.78  0.08
F: 5.28 1.24 2.11  0.08
C: 2.54 1.16 1.15  0.02
N: -0.36 -0.57 0.36  0.11
H: -5.73 -3.51 -2.95  0.18
H: -1.71 -3.04 0.31  0.12
H: 0.02 -2.22 -2.56  0.10
H: -0.77 1.97 1.97  0.12
H: 0.49 3.74 3.16  0.10
H: 2.73 4.19 3.06  0.13
H: 3.28 0.72 0.51  0.11

Values from the calculation:
HOMO, Ha: -0.32625
SMILES: O=C1NC(=S)S/C1=C\c1csc(-c2cccc(C(F)(F)F)c2)n1
Spin multiplicity: 1
Relative energy (zero: lowest compared OMol25 entry of this formula, charge and spin), kcal/mol: 54.82
Frontier orbital gap, eV: 8.050
Energy, eV: -60315.27949



# 4
Here is one molecule with the formula C12H17N in a non-equilibrium geometry from the Open Molecules 2025 dataset. Energies are from ωB97M-V/def2-TZVPD.

Last column: Löwdin charge in e.
Element x y z (Å)
C: -1.49 -3.31 -1.71  -0.11
C: 0.07 -2.72 -1.72  -0.24
N: 0.55 -2.40 -0.36  -0.07
C: 0.01 -1.15 0.12  -0.38
C: 0.41 -0.78 1.63  -0.16
C: 0.03 0.53 2.27  -0.17
C: 0.12 1.67 1.26  -0.26
C: 0.12 3.01 1.76  -0.03
C: -0.12 4.05 0.72  -0.09
C: 0.32 3.75 -0.64  -0.13
C: 0.67 2.45 -0.93  -0.05
C: 0.43 1.29 0.04  -0.18
C: 0.65 -0.02 -0.60  -0.17
H: -2.53 -2.51 -1.56  0.12
H: -1.87 -3.85 -2.62  0.04
H: -1.60 -3.98 -0.75  0.07
H: 0.28 -1.82 -2.54  0.15
H: 0.70 -3.52 -1.95  0.06
H: 0.31 -3.29 0.07  0.10
H: -1.07 -1.09 -0.08  0.14
H: 1.48 -0.89 1.35  0.12
H: 0.11 -1.79 2.20  0.15
H: -1.11 0.56 2.48  0.13
H: 0.43 0.46 3.41  0.16
H: -0.06 3.35 2.94  0.16
H: -0.28 5.09 1.25  0.11
H: 0.18 4.47 -1.63  0.15
H: 0.96 2.27 -2.00  0.11
H: 0.54 0.28 -1.73  0.13
H: 1.77 -0.09 -0.70  0.15

Values from the calculation:
HOMO, Ha: -0.31073
SMILES: CCN[C@H]1CCc2ccccc2C1
Spin multiplicity: 1
Relative energy (zero: lowest compared OMol25 entry of this formula, charge and spin), kcal/mol: 135.98
Frontier orbital gap, eV: 9.291
Energy, eV: -14204.44082



# 5
Here is C41H63BrFN6O2Pr as an isolated structure in a non-equilibrium geometry from the Open Molecules 2025 dataset. Energies are from ωB97M-V/def2-TZVPD.

Last column: Löwdin spin population.
Element x y z (Å)
Pr: 0.58 -0.22 -0.05  2.02
C: -2.45 2.19 2.97  0.00
N: -2.04 1.87 1.62  0.00
C: -1.17 2.90 1.09  0.00
C: -3.16 1.57 0.75  0.00
C: -2.92 0.41 -0.25  0.00
N: -2.20 -0.77 0.24  0.00
C: -2.30 -1.81 -0.80  0.00
C: -1.84 -3.20 -0.43  0.00
C: -2.71 -4.26 -0.53  0.00
C: -2.31 -5.58 -0.34  0.00
C: -0.97 -5.78 -0.03  0.00
C: -0.05 -4.77 0.09  0.00
C: -0.47 -3.41 -0.10  0.00
O: 0.33 -2.41 0.00  0.00
C: 1.42 -5.06 0.35  0.00
C: 1.88 -4.31 1.61  0.00
C: 2.24 -4.57 -0.85  0.00
C: 1.73 -6.55 0.57  0.00
C: -3.29 -6.73 -0.53  0.00
C: -4.40 -6.66 0.52  0.00
C: -2.61 -8.10 -0.42  0.00
C: -3.91 -6.65 -1.94  0.00
C: -2.76 -1.27 1.50  0.00
C: -1.79 -1.95 2.44  0.00
C: -2.25 -3.06 3.12  0.00
C: -1.53 -3.62 4.18  0.00
C: -0.36 -2.97 4.55  0.00
C: 0.14 -1.86 3.91  0.00
C: -0.54 -1.35 2.76  0.00
O: -0.09 -0.36 2.07  -0.01
C: 1.39 -1.14 4.42  0.00
C: 1.08 0.35 4.62  0.00
C: 1.90 -1.69 5.76  0.00
C: 2.53 -1.26 3.40  0.00
C: -2.01 -4.83 4.97  0.00
C: -2.26 -4.40 6.43  0.00
C: -0.94 -5.93 4.93  0.00
C: -3.31 -5.42 4.42  0.00
H: -3.07 3.11 3.03  0.00
H: -1.56 2.33 3.57  0.00
H: -3.02 1.37 3.40  0.00
H: -1.71 3.86 0.93  0.00
H: -0.75 2.57 0.14  0.00
H: -0.35 3.07 1.78  0.00
H: -3.43 2.46 0.13  0.00
H: -4.04 1.34 1.36  0.00
H: -2.37 0.79 -1.10  0.00
H: -3.93 0.11 -0.61  0.00
H: -1.71 -1.45 -1.66  0.00
H: -3.36 -1.88 -1.13  0.00
H: -3.75 -4.04 -0.79  0.00
H: -0.63 -6.80 0.12  0.00
H: 1.72 -3.25 1.48  0.00
H: 2.94 -4.50 1.79  0.00
H: 1.31 -4.65 2.47  0.00
H: 2.04 -3.52 -1.03  0.00
H: 1.98 -5.13 -1.75  0.00
H: 3.31 -4.69 -0.66  0.00
H: 1.18 -6.93 1.42  0.00
H: 2.79 -6.66 0.76  0.00
H: 1.48 -7.14 -0.31  0.00
H: -3.98 -6.80 1.52  0.00
H: -5.16 -7.43 0.36  0.00
H: -4.89 -5.68 0.49  0.00
H: -2.15 -8.24 0.56  0.00
H: -1.84 -8.21 -1.18  0.00
H: -3.34 -8.90 -0.57  0.00
H: -4.47 -5.72 -2.06  0.00
H: -4.59 -7.49 -2.11  0.00
H: -3.12 -6.67 -2.69  0.00
H: -3.61 -1.94 1.30  0.00
H: -3.14 -0.41 2.06  0.00
H: -3.20 -3.48 2.82  0.00
H: 0.16 -3.36 5.41  0.00
H: 0.26 0.49 5.33  0.00
H: 0.79 0.79 3.67  0.00
H: 1.96 0.87 4.98  0.00
H: 1.13 -1.63 6.53  0.00
H: 2.75 -1.10 6.09  0.00
H: 2.22 -2.73 5.66  0.00
H: 2.19 -0.89 2.42  0.00
H: 2.83 -2.30 3.28  0.00
H: 3.39 -0.67 3.71  0.00
H: -1.35 -4.04 6.89  0.00
H: -2.63 -5.24 7.02  0.00
H: -2.99 -3.60 6.46  0.00
H: 0.00 -5.59 5.34  0.00
H: -0.77 -6.23 3.89  0.00
H: -1.27 -6.81 5.49  0.00
H: -4.12 -4.69 4.48  0.00
H: -3.59 -6.30 4.99  0.00
H: -3.18 -5.70 3.38  0.00
F: -0.28 1.12 -1.51  0.00
Br: 2.18 1.85 0.94  0.00
N: 2.70 -0.77 -1.11  0.00
C: 3.61 -1.21 -1.70  0.00
N: 4.57 -1.83 -2.22  0.00
C: 5.47 -1.66 -3.10  0.00
N: 6.33 -1.63 -3.88  0.00
C: 0.54 1.42 -4.76  0.00
C: -0.16 0.06 -4.92  0.00
C: 0.26 -0.65 -6.21  0.00
C: -1.69 0.26 -4.90  0.00
C: 0.19 -0.73 -3.76  0.00
N: 0.44 -1.30 -2.80  0.00
H: 0.17 2.13 -5.50  0.00
H: 1.62 1.30 -4.88  0.00
H: 0.35 1.80 -3.76  0.00
H: 0.04 -0.02 -7.08  0.00
H: -0.28 -1.59 -6.32  0.00
H: 1.33 -0.86 -6.21  0.00
H: -2.00 0.91 -5.72  0.00
H: -1.99 0.71 -3.96  0.00
H: -2.20 -0.70 -5.01  0.00

Values from the calculation:
HOMO (spin up / spin down), Ha: -0.08007 / -0.08092
Spin multiplicity: 3
Frontier orbital gap (spin up / spin down), eV: 6.158 / 6.182
Energy, eV: -143412.64062
Total charge: -2